[1]
Computed, not measured: C58H81CaN8O4P2SSi2 as an isolated structure in a non-equilibrium geometry, with ωB97M-V/def2-TZVPD.

gap between HOMO and LUMO	0.252	Eh
HOMO	-4.6	eV
F_max	1.638	eV/Å
ΔE to the lowest compared entry with this formula, charge and spin	0.000	eV
LUMO	2.234	eV
net charge	-1

Last column: Löwdin charge in e.
Cartesian coordinates (Å):
Ca (0.24292, 0.43225, 0.69024)  1.233
C (1.89065, -5.87950, 1.94768)  -0.184
Si (2.69130, -4.65130, 3.10972)  0.484
C (2.77268, -5.48513, 4.80037)  -0.200
C (4.45740, -4.29154, 2.60535)  -0.193
C (1.66456, -3.09680, 3.32407)  -0.263
C (1.09538, -2.76375, 4.54153)  -0.088
C (0.32439, -1.60908, 4.69645)  -0.069
C (0.15858, -0.81551, 3.58580)  -0.143
N (0.69549, -1.10517, 2.39612)  -0.105
C (1.44039, -2.21516, 2.23218)  -0.784
S (2.08753, -2.48585, 0.65257)  0.598
H (2.47342, -6.80464, 1.91855)  0.028
H (1.82519, -5.46996, 0.93942)  -0.004
H (0.88069, -6.12636, 2.28575)  0.023
H (3.35598, -6.40661, 4.72168)  0.024
H (1.78168, -5.75301, 5.17533)  0.027
H (3.25751, -4.85035, 5.54643)  0.029
H (5.09532, -5.14913, 2.83798)  0.023
H (4.84172, -3.42447, 3.14817)  0.032
H (4.52286, -4.07340, 1.54016)  0.001
H (1.24640, -3.41160, 5.39829)  0.088
H (-0.11971, -1.33644, 5.64314)  0.095
H (-0.42852, 0.09834, 3.63388)  0.099
C (-2.20184, 0.40330, 0.13250)  -0.354
Si (-3.50472, -0.67389, -0.47322)  0.561
C (-3.32492, -2.45331, 0.19809)  -0.227
N (-1.92663, -2.80748, 0.43743)  -0.205
C (-1.70752, -3.87945, 1.38979)  -0.196
C (-2.20838, -5.25541, 0.90851)  -0.172
C (-2.07325, -5.37835, -0.61750)  -0.197
C (-0.92776, -4.50671, -1.12323)  -0.173
C (-1.16185, -3.02106, -0.79114)  -0.229
C (-3.66620, -0.68006, -2.36213)  -0.253
C (-3.09426, 0.34890, -3.11414)  -0.095
C (-3.28582, 0.43756, -4.48813)  -0.096
C (-4.05585, -0.51134, -5.14555)  -0.108
C (-4.63142, -1.54673, -4.42017)  -0.106
C (-4.43512, -1.62555, -3.04718)  -0.111
C (-5.26147, -0.18143, 0.11160)  -0.218
C (-6.27917, 0.26437, -0.73361)  -0.095
C (-7.50919, 0.68572, -0.23839)  -0.106
C (-7.75364, 0.66938, 1.12621)  -0.117
C (-6.75757, 0.23184, 1.99133)  -0.107
C (-5.53493, -0.18349, 1.48490)  -0.114
H (-2.42815, 0.48062, 1.20949)  -0.055
H (-2.34227, 1.42136, -0.26823)  -0.031
H (-3.84739, -3.16725, -0.46575)  0.072
H (-3.86329, -2.49667, 1.15106)  0.079
H (-2.17975, -3.60879, 2.33772)  0.116
H (-0.63003, -3.92703, 1.58009)  0.095
H (-3.24754, -5.41495, 1.20735)  0.098
H (-1.61753, -6.03607, 1.39838)  0.094
H (-3.00193, -5.06301, -1.10131)  0.094
H (-1.91669, -6.42191, -0.90175)  0.100
H (-0.79624, -4.63094, -2.20165)  0.097
H (0.00920, -4.83288, -0.65797)  0.091
H (-1.69734, -2.52180, -1.60060)  0.072
H (-0.18953, -2.52948, -0.70828)  0.020
H (-2.49088, 1.09609, -2.60802)  0.083
H (-2.83799, 1.25439, -5.04433)  0.090
H (-4.20190, -0.44976, -6.21740)  0.096
H (-5.23218, -2.29363, -4.92645)  0.096
H (-4.90624, -2.43303, -2.49520)  0.100
H (-6.11059, 0.28835, -1.80511)  0.091
H (-8.27778, 1.02872, -0.92166)  0.093
H (-8.71071, 0.99615, 1.51502)  0.090
H (-6.93449, 0.21922, 3.06071)  0.094
H (-4.76443, -0.50371, 2.18133)  0.096
N (0.38673, 0.80444, -4.09928)  -0.129
P (0.48275, -0.78331, -3.40814)  1.091
C (2.25929, -1.18668, -3.62500)  -0.388
C (3.18500, -0.34921, -4.23678)  -0.116
C (4.51241, -0.73932, -4.35282)  -0.091
C (4.92348, -1.96780, -3.85676)  -0.093
C (4.00561, -2.80444, -3.23464)  -0.079
C (2.68135, -2.41236, -3.11412)  -0.113
C (-0.12379, -1.66950, -4.90553)  -0.347
C (-1.18332, -2.55753, -4.77973)  -0.097
C (-1.65625, -3.25836, -5.88390)  -0.082
C (-1.08190, -3.06196, -7.12804)  -0.093
C (-0.02544, -2.16744, -7.26872)  -0.088
C (0.45515, -1.48573, -6.16379)  -0.096
C (0.07379, 1.94478, -3.38113)  -0.409
C (-0.46389, 3.04250, -4.07520)  -0.041
C (-0.79633, 4.17688, -3.37522)  -0.078
C (-0.58858, 4.20908, -2.00086)  -0.063
C (-0.04276, 3.08971, -1.40784)  -0.150
N (0.29807, 1.97157, -2.06961)  0.113
H (0.03406, 0.83323, -5.04431)  0.080
H (2.86446, 0.61649, -4.61099)  0.094
H (5.23144, -0.07344, -4.81346)  0.098
H (5.96251, -2.26283, -3.93251)  0.097
H (4.32394, -3.75261, -2.82032)  0.103
H (1.97578, -3.05516, -2.59731)  0.092
H (-1.65726, -2.68869, -3.81738)  0.081
H (-2.48437, -3.94612, -5.76698)  0.104
H (-1.45232, -3.60291, -7.98999)  0.097
H (0.43359, -2.01675, -8.23805)  0.098
H (1.30826, -0.82444, -6.27354)  0.099
H (-0.61889, 2.97844, -5.14548)  0.105
H (-1.22005, 5.02902, -3.89273)  0.105
H (-0.83993, 5.07182, -1.40053)  0.102
H (0.12167, 3.08872, -0.33566)  0.069
C (-2.83872, 2.22857, 3.53516)  -0.026
C (-2.18176, 3.59907, 3.54220)  -0.614
C (-2.70843, 4.43651, 4.69853)  -0.032
C (-2.40676, 4.31954, 2.21818)  -0.025
O (-0.77590, 3.41007, 3.84066)  -0.164
P (0.43123, 3.13550, 2.82608)  0.254
O (1.58174, 2.64325, 3.61445)  -0.265
O (-0.05899, 2.31563, 1.64684)  -0.488
O (0.72966, 4.56877, 2.14502)  -0.176
C (1.46759, 5.65193, 2.75731)  -0.623
C (1.16705, 6.84944, 1.86783)  -0.032
C (0.99540, 5.91257, 4.18171)  -0.031
C (2.95747, 5.33275, 2.73865)  -0.037
H (-3.90933, 2.31323, 3.33727)  0.090
H (-2.69382, 1.73970, 4.50073)  0.091
H (-2.39967, 1.61355, 2.75353)  0.043
H (-3.78467, 4.58677, 4.59287)  0.087
H (-2.21987, 5.41111, 4.72102)  0.072
H (-2.51467, 3.93058, 5.64508)  0.087
H (-3.48081, 4.42358, 2.05273)  0.092
H (-1.98551, 3.75393, 1.38813)  0.070
H (-1.95425, 5.31257, 2.23403)  0.078
H (0.10175, 7.08525, 1.89489)  0.079
H (1.44730, 6.62567, 0.83755)  0.086
H (1.72943, 7.72322, 2.20291)  0.085
H (-0.06390, 6.17068, 4.19698)  0.072
H (1.56388, 6.74740, 4.59746)  0.088
H (1.14856, 5.03660, 4.81168)  0.084
H (3.30191, 5.14956, 1.71884)  0.078
H (3.15444, 4.44821, 3.34389)  0.069
H (3.51812, 6.17697, 3.14701)  0.088
C (3.47382, 0.56085, -0.70914)  -0.200
N (4.88309, 0.93974, -0.83834)  -0.079
C (4.96991, 2.39775, -0.83995)  -0.184
N (4.40956, 2.98954, 0.37468)  -0.081
C (3.01195, 2.56699, 0.49169)  -0.184
N (2.86471, 1.09626, 0.52568)  -0.118
C (3.64220, 0.60170, 1.68709)  -0.169
N (5.05397, 0.98198, 1.59026)  -0.079
C (5.59144, 0.43601, 0.34233)  -0.172
C (5.13594, 2.44067, 1.52653)  -0.170
H (3.39157, -0.52566, -0.69057)  0.060
H (2.91580, 0.95263, -1.56294)  0.103
H (4.42231, 2.78161, -1.70512)  0.123
H (6.01900, 2.69385, -0.92764)  0.119
H (2.45153, 2.96013, -0.35911)  0.116
H (2.60747, 2.97207, 1.41463)  0.074
H (3.56111, -0.48538, 1.71010)  0.077
H (3.20628, 1.03027, 2.59178)  0.116
H (5.50330, -0.65217, 0.36568)  0.127
H (6.64780, 0.70771, 0.26254)  0.119
H (6.18623, 2.73570, 1.45173)  0.121
H (4.71168, 2.85881, 2.44101)  0.119



[2]
Computed, not measured: a single C16H20N2O2S molecule, with ωB97M-V/def2-TZVPD.

gap between HOMO and LUMO	0.317	Eh
HOMO	-8.0	eV
F_max	0.745	eV/Å
ΔE to the lowest compared entry with this formula, charge and spin	1.067	eV
LUMO	0.654	eV
SMILES	Cn1cc(SCC(=O)NC[C@@H]2CCCO2)c2ccccc21
net charge	0

Last column: Löwdin charge in e.
Cartesian coordinates (Å):
C (-2.92070, -2.89509, -0.54592)  -0.019
N (-2.74845, -1.47286, -0.62116)  -0.098
C (-3.65440, -0.54036, -0.18994)  -0.178
C (-4.91459, -0.70091, 0.37384)  -0.016
C (-5.61220, 0.43816, 0.71352)  -0.096
C (-5.07852, 1.71259, 0.50134)  -0.097
C (-3.83153, 1.88230, -0.05510)  -0.031
C (-3.10578, 0.74652, -0.40650)  -0.179
C (-1.82106, 0.52821, -0.98124)  -0.499
C (-1.65036, -0.82357, -1.09313)  -0.065
H (-0.80863, -1.36495, -1.48107)  0.126
S (-0.63503, 1.76017, -1.40065)  0.928
C (0.21028, 1.84950, 0.22203)  -0.354
C (0.81006, 0.50514, 0.59150)  -0.591
O (0.56571, -0.05021, 1.64339)  0.058
N (1.60848, -0.01313, -0.36036)  0.054
H (1.80242, 0.52112, -1.19433)  0.126
C (2.33172, -1.24705, -0.19979)  -0.120
H (1.92609, -1.75755, 0.67613)  0.129
H (2.19232, -1.86672, -1.09051)  0.125
C (3.83498, -0.99201, -0.00690)  -0.308
C (4.14169, -0.10611, 1.21657)  -0.114
H (4.96847, -0.52739, 1.78793)  0.114
C (4.54837, 1.23089, 0.59601)  -0.150
H (3.67328, 1.86136, 0.43566)  0.100
C (5.12641, 0.77887, -0.74336)  -0.199
H (6.16902, 0.45030, -0.61999)  0.122
H (5.08396, 1.53913, -1.52497)  0.121
O (4.32329, -0.30746, -1.15576)  -0.108
H (5.27120, 1.77645, 1.19745)  0.111
H (3.27645, -0.01880, 1.86947)  0.109
H (4.33996, -1.96574, 0.07381)  0.145
H (0.98431, 2.60988, 0.11750)  0.075
H (-0.50989, 2.15374, 0.98088)  0.088
H (-3.41845, 2.86565, -0.22360)  0.107
H (-5.66185, 2.57695, 0.78255)  0.098
H (-6.59395, 0.34725, 1.15436)  0.098
H (-5.33276, -1.68202, 0.54202)  0.104
H (-3.82019, -3.19977, -1.08647)  0.095
H (-2.05744, -3.38687, -0.99026)  0.091
H (-3.01269, -3.21558, 0.49502)  0.098



[3]
Computed, not measured: C4H8HgO3 as an isolated structure in a non-equilibrium geometry, with ωB97M-V/def2-TZVPD.

⟨S²⟩	0.754
gap between HOMO and LUMO (spin up / spin down)	0.299 / 0.314	Eh
spin multiplicity	2
HOMO (spin up / spin down)	-13.5 / -14.2	eV
F_max	5.467	eV/Å
ΔE to the lowest compared entry with this formula, charge and spin	1.492	eV
LUMO (spin up / spin down)	-5.367 / -5.698	eV
net charge	+1

Last column: Löwdin charge in e.
Cartesian coordinates (Å):
O (-1.51901, 1.27383, -1.97057)  -0.310
C (-0.82846, 2.14585, -1.19980)  -0.341
O (-0.50014, 1.43206, 0.05505)  -0.266
C (0.83910, 0.99851, 0.25544)  -0.189
C (0.81972, -0.34764, 0.86642)  -0.068
O (-0.04020, -1.20853, 0.19427)  -0.356
C (0.03605, -2.58808, 0.58649)  -0.015
Hg (-1.50180, -0.20717, -0.75314)  1.455
H (-1.42220, 3.01747, -0.87673)  0.143
H (0.12737, 2.48086, -1.64217)  0.139
H (1.49589, 1.27155, 1.20987)  0.179
H (0.93358, -0.56416, 1.93019)  0.145
H (-0.70482, -3.13147, -0.00650)  0.106
H (1.04401, -2.96315, 0.37653)  0.118
H (-0.19654, -2.67642, 1.65481)  0.114
H (1.41745, 1.06649, -0.68015)  0.148



[4]
Computed, not measured: a 2-piece molecular cluster, C4H6N2O2S3 overall in a non-equilibrium geometry, with ωB97M-V/def2-TZVPD.

gap between HOMO and LUMO	0.294	Eh
HOMO	-8.9	eV
F_max	2.895	eV/Å
ΔE to the lowest compared entry with this formula, charge and spin	1.068	eV
LUMO	-0.910	eV
net charge	0

Last column: Löwdin charge in e.
Cartesian coordinates (Å):
C (4.17948, 0.07587, 0.16234)  -0.310
C (1.00050, 0.39380, 0.06365)  -0.660
C (-3.69056, -0.02639, -0.50552)  -0.174
C (3.22245, -0.98777, 0.26123)  -0.368
N (4.92909, 0.93301, 0.07032)  0.174
N (0.64113, 1.12071, 0.91955)  0.209
O (-1.82466, 1.29808, 0.78750)  -0.421
O (-1.45072, -1.08939, 0.47652)  -0.407
S (1.78926, -0.64769, -0.91059)  0.989
S (-0.96417, 0.53659, -1.81724)  0.324
S (-1.92703, 0.13527, -0.12460)  0.216
H (-4.19098, -0.30535, 0.41125)  0.064
H (-4.02145, 0.94042, -0.86192)  0.060
H (-3.79511, -0.79111, -1.26196)  0.060
H (2.82770, -1.06363, 1.27379)  0.098
H (3.65603, -1.93575, -0.05690)  0.092
H (-0.38096, 1.41333, 1.11258)  0.056



[5]
Computed, not measured: C33H43Br2IrN2O4P as an isolated structure in a non-equilibrium geometry, with ωB97M-V/def2-TZVPD.

⟨S²⟩	0.776
gap between HOMO and LUMO (spin up / spin down)	0.253 / 0.167	Eh
spin multiplicity	2
HOMO (spin up / spin down)	-12.7 / -12.7	eV
F_max	2.119	eV/Å
ΔE to the lowest compared entry with this formula, charge and spin	0.443	eV
LUMO (spin up / spin down)	-5.838 / -8.201	eV
net charge	+2

Last column: Löwdin charge in e.
Cartesian coordinates (Å):
Ir (0.49904, 0.56284, -0.03592)  1.110
O (4.24798, 1.23582, 1.36447)  0.024
C (4.16730, 1.08091, 2.72022)  -0.248
C (5.31295, 1.26835, 3.48013)  0.007
C (5.25484, 1.12180, 4.85634)  -0.054
C (4.06767, 0.77415, 5.48960)  -0.071
C (2.92844, 0.58497, 4.72887)  -0.032
C (2.95623, 0.75156, 3.34688)  -0.122
C (1.68124, 0.66260, 2.56880)  -0.395
O (1.90367, 0.04882, 1.32242)  -0.318
N (1.22765, 2.03516, 2.26313)  0.056
N (0.34368, 2.13181, 1.22989)  -0.201
C (-0.44255, 3.13914, 1.09396)  -0.157
C (-1.34454, 3.31346, -0.02548)  -0.553
Br (-0.97281, 2.21511, -1.56673)  0.930
C (-2.33994, 4.20733, -0.11463)  -0.063
C (-2.82024, 5.08370, 0.94663)  -0.224
C (-2.85067, 4.69982, 2.29290)  -0.047
C (-3.30445, 5.58251, 3.25724)  -0.055
C (-3.73260, 6.85178, 2.89098)  -0.047
C (-3.73607, 7.23064, 1.55524)  -0.048
C (-3.29689, 6.34815, 0.58491)  -0.018
H (3.50906, 0.72376, 0.98296)  0.058
H (6.23907, 1.51714, 2.98050)  0.125
H (6.15416, 1.26520, 5.44049)  0.116
H (4.03597, 0.64624, 6.56222)  0.110
H (1.99526, 0.30726, 5.20715)  0.117
H (0.92572, 0.09279, 3.12662)  0.111
H (1.09190, 2.67929, 3.03326)  0.163
H (-0.44464, 3.91488, 1.85332)  0.145
H (-2.83324, 4.31597, -1.07548)  0.122
H (-2.58666, 3.68903, 2.57853)  0.111
H (-3.34661, 5.27439, 4.29314)  0.115
H (-4.08820, 7.53858, 3.64713)  0.118
H (-4.09239, 8.21059, 1.26916)  0.118
H (-3.31371, 6.64126, -0.45754)  0.122
C (-3.23274, -5.63399, 1.49816)  -0.052
C (-2.86423, -5.56485, 0.01556)  -0.548
C (-4.15156, -5.63082, -0.82694)  -0.016
C (-1.96419, -6.76318, -0.32569)  -0.024
C (-2.15195, -4.27085, -0.33718)  -0.083
C (-2.07265, -3.20011, 0.57437)  -0.014
C (-1.40846, -2.07898, 0.18128)  -0.441
Br (-1.23659, -0.58419, 1.36785)  1.046
C (-0.79750, -1.92892, -1.08676)  -0.317
O (-0.17297, -0.83297, -1.36132)  -0.247
C (-0.93714, -2.98075, -2.05280)  -0.036
C (-1.59217, -4.11159, -1.62119)  0.068
C (-0.37309, -2.84021, -3.46170)  -0.526
C (1.15827, -2.71092, -3.39396)  -0.017
C (-0.98878, -1.60894, -4.14999)  -0.022
C (-0.70801, -4.06429, -4.31681)  -0.050
H (-3.66027, -6.61233, 1.71349)  0.099
H (-3.98516, -4.89144, 1.77222)  0.091
H (-2.36207, -5.51089, 2.14585)  0.097
H (-4.70300, -6.53610, -0.57146)  0.102
H (-3.93360, -5.66410, -1.89529)  0.089
H (-4.79985, -4.77478, -0.63274)  0.097
H (-2.48191, -7.68368, -0.05646)  0.100
H (-1.02639, -6.73053, 0.23114)  0.101
H (-1.73274, -6.82355, -1.38873)  0.083
H (-2.51672, -3.27140, 1.55627)  0.118
H (-1.69579, -4.93362, -2.31173)  0.107
H (1.47577, -1.84235, -2.81837)  0.073
H (1.55347, -2.61179, -4.40597)  0.097
H (1.60416, -3.60308, -2.95114)  0.100
H (-0.70351, -0.67810, -3.66402)  0.065
H (-2.07848, -1.67386, -4.16817)  0.100
H (-0.64386, -1.56955, -5.18370)  0.097
H (-0.25047, -4.97621, -3.92916)  0.096
H (-0.31280, -3.90762, -5.32000)  0.099
H (-1.78396, -4.22258, -4.41070)  0.098
C (2.32159, 2.53957, -3.45333)  -0.154
P (2.90597, 2.17720, -1.79716)  0.625
C (2.76394, 3.64952, -0.78701)  -0.141
C (4.61980, 1.69867, -1.91929)  -0.133
O (2.15007, 0.99384, -1.16931)  -0.509
H (2.87157, 3.39352, -3.85364)  0.075
H (1.26151, 2.78066, -3.44756)  0.020
H (2.49378, 1.67725, -4.09727)  0.071
H (3.50288, 4.38641, -1.10581)  0.076
H (2.96487, 3.37696, 0.25119)  0.054
H (1.76831, 4.08458, -0.88268)  0.052
H (5.18777, 2.52037, -2.35975)  0.077
H (4.71061, 0.82086, -2.55794)  0.075
H (5.01265, 1.47697, -0.92600)  0.056